[1]
Here is 7 unconnected molecules or ions with the total composition C36H37N5O12 from OMol25. Energies are from ωB97M-V/def2-TZVPD.

Computed properties:
**Kohn-Sham gap**: 8.12 eV
**HOMO**: -0.333 Ha
**Energy**: -2570.180448 a.u.
**SMILES**: O=[N+]([O-])c1ccccc1.O=[N+]([O-])c1ccccc1.O=[N+]([O-])c1ccccc1.O=[N+]([O-])c1ccccc1.O=[N+]([O-])c1ccccc1.CC(C)=O.CC(C)=O

ORCA input file:
```
! RIJCOSX wB97M-V def2-TZVPD def2/J DEFGRID3
* xyz 0 1
O -5.42 4.78 2.73
N -4.78 4.29 1.83
O -3.63 4.60 1.56
C -5.42 3.29 0.94
C -6.68 2.85 1.29
C -7.32 1.95 0.45
C -6.66 1.48 -0.67
C -5.41 1.98 -1.04
C -4.75 2.85 -0.21
H -7.14 3.18 2.20
H -8.31 1.61 0.74
H -7.09 0.72 -1.31
H -4.91 1.61 -1.92
H -3.73 3.22 -0.27
O 6.47 -5.22 1.00
N 5.39 -4.99 1.50
O 4.80 -5.75 2.24
C 4.75 -3.71 1.17
C 5.36 -2.89 0.22
C 4.69 -1.75 -0.19
C 3.46 -1.40 0.36
C 2.83 -2.31 1.21
C 3.48 -3.43 1.66
H 6.32 -3.09 -0.24
H 5.16 -1.08 -0.89
H 2.94 -0.50 0.06
H 1.80 -2.15 1.49
H 3.04 -4.11 2.37
O 2.29 -0.78 -4.40
N 2.36 -0.37 -3.26
O 1.55 -0.63 -2.38
C 3.48 0.48 -2.88
C 4.63 0.42 -3.69
C 5.70 1.23 -3.34
C 5.66 2.07 -2.22
C 4.50 2.10 -1.43
C 3.43 1.27 -1.77
H 4.73 -0.27 -4.51
H 6.64 1.22 -3.87
H 6.50 2.68 -1.93
H 4.50 2.87 -0.68
H 2.59 1.42 -1.11
O -1.74 -4.92 -0.46
N -1.16 -4.17 0.30
O -0.18 -4.40 0.99
C -1.61 -2.76 0.28
C -0.67 -1.76 0.11
C -1.07 -0.44 0.25
C -2.40 -0.16 0.49
C -3.38 -1.15 0.57
C -2.94 -2.47 0.54
H 0.32 -1.99 -0.24
H -0.33 0.34 0.10
H -2.66 0.89 0.61
H -4.43 -0.90 0.58
H -3.67 -3.25 0.72
O 2.36 6.32 0.03
N 2.04 5.18 -0.18
O 2.71 4.20 0.12
C 0.72 4.87 -0.76
C 0.28 3.58 -0.82
C -0.90 3.29 -1.47
C -1.62 4.34 -2.03
C -1.20 5.68 -1.95
C -0.03 5.94 -1.25
H 0.92 2.81 -0.40
H -1.37 2.31 -1.44
H -2.60 4.27 -2.49
H -1.78 6.47 -2.40
H 0.34 6.96 -1.20
C -3.11 -0.25 5.59
C -3.69 0.14 4.26
C -3.13 1.43 3.63
O -4.49 -0.48 3.61
H -2.84 0.67 6.10
H -2.20 -0.82 5.40
H -3.75 -0.88 6.19
H -3.82 1.62 2.82
H -2.09 1.32 3.33
H -3.13 2.25 4.36
C 2.12 -4.25 -2.13
C 1.81 -5.74 -1.95
C 2.09 -6.31 -0.57
O 1.24 -6.39 -2.79
H 2.94 -4.05 -1.44
H 1.23 -3.68 -1.90
H 2.45 -4.08 -3.15
H 2.21 -7.40 -0.61
H 1.31 -6.01 0.11
H 3.09 -5.95 -0.28
*
```

***

[2]
Here is a molecular structure, C36H38BrN4S5Ti from OMol25. Energies are from ωB97M-V/def2-TZVPD.

Computed properties:
**Kohn-Sham gap (spin up / spin down)**: 4.74 / 5.09 eV
**HOMO (spin up / spin down)**: -0.112 / -0.125 Ha
**Energy**: -7027.933944 a.u.
**Energy relative to the best compared isomer or geometry (same formula, charge and spin)**: 188.9 kJ/mol

ORCA input file:
```
! RIJCOSX wB97M-V def2-TZVPD def2/J DEFGRID3
* xyz -1 3
Ti 0.37 0.83 0.02
C 3.01 -0.02 1.71
C 2.76 1.35 2.34
N 1.65 2.06 1.62
C 0.57 2.58 2.50
C -0.07 1.44 3.26
N -0.61 0.55 2.25
C -0.45 -0.89 2.57
C 0.97 -1.31 2.33
N 1.76 -0.66 1.26
H 3.39 -0.71 2.53
H 3.73 0.04 0.87
H 3.65 2.01 2.47
H 2.32 1.17 3.31
H 1.98 2.78 0.95
H -0.17 3.13 1.95
H 1.01 3.27 3.22
H -0.90 1.86 3.86
H 0.65 0.94 3.96
H -1.59 0.68 2.06
H -1.21 -1.33 1.90
H -0.77 -1.12 3.59
H 0.81 -2.38 2.07
H 1.37 -1.27 3.35
H 1.99 -1.40 0.62
Br -3.15 -0.30 0.29
C -3.42 1.26 -0.82
C -4.74 1.46 -1.22
C -5.12 2.51 -2.09
C -4.08 3.28 -2.53
C -2.77 3.18 -2.01
C -1.93 4.22 -2.46
C -0.64 4.29 -1.96
C -0.26 3.31 -1.04
C -0.98 2.15 -0.76
C -2.37 2.20 -1.11
H -5.56 0.86 -0.81
H -6.13 2.53 -2.56
H -4.16 4.01 -3.32
H -2.43 4.82 -3.21
H 0.08 5.05 -2.14
H 0.75 3.48 -0.55
C -5.12 -2.48 5.62
S -5.80 -4.10 6.24
C -5.51 -5.17 4.94
C -4.99 -4.90 3.62
S -4.98 -3.59 2.48
S -4.15 -6.35 3.05
C -4.83 -7.59 4.05
S -4.51 -9.17 4.08
S -6.00 -6.86 5.14
H -4.06 -2.51 5.84
H -5.55 -1.72 6.25
H -5.43 -2.37 4.57
C 6.93 1.47 -3.13
C 6.82 1.33 -1.72
C 5.60 1.47 -1.10
C 4.37 1.53 -1.88
C 4.46 1.55 -3.27
C 5.74 1.48 -3.88
C 3.10 1.56 -1.13
C 1.87 0.98 -1.43
C 1.62 0.18 -2.68
C 2.46 -0.91 -3.02
C 2.22 -1.66 -4.18
C 1.11 -1.39 -4.96
C 0.27 -0.35 -4.55
C 0.49 0.49 -3.45
H 7.85 1.41 -3.73
H 7.73 1.24 -1.17
H 5.49 1.77 -0.05
H 3.53 1.44 -3.81
H 5.81 1.36 -5.00
H 3.20 2.14 -0.23
H 3.27 -1.18 -2.29
H 2.82 -2.55 -4.38
H 0.89 -1.93 -5.92
H -0.66 -0.13 -5.17
H -0.26 1.25 -3.22
C -1.02 -3.35 -1.69
C -0.57 -2.12 -1.10
N -0.20 -1.19 -0.47
H -0.50 -3.43 -2.68
H -2.10 -3.34 -1.78
H -0.78 -4.24 -1.08
*
```

***

[3]
Here is 2 unconnected molecules or ions with the total composition C36H38N3O2S from OMol25. Energies are from ωB97M-V/def2-TZVPD.

Computed properties:
**Kohn-Sham gap**: 4.30 eV
**HOMO**: -0.327 Ha
**Energy**: -2107.245455 a.u.

ORCA input file:
```
! RIJCOSX wB97M-V def2-TZVPD def2/J DEFGRID3
* xyz 1 1
C 6.90 4.06 -0.02
C 5.72 3.12 0.23
N 5.10 2.64 -1.00
C 3.92 1.92 -0.88
C 3.72 0.71 -1.58
C 2.54 0.00 -1.42
C 1.46 0.54 -0.68
C 0.22 -0.17 -0.61
C -1.03 0.48 -0.73
C -1.18 1.65 -1.54
C -2.42 2.19 -1.80
C -3.54 1.75 -1.06
N -4.76 2.43 -1.12
C -5.25 2.92 0.17
C -6.67 3.45 0.07
O -6.92 4.25 -1.08
C -6.45 3.67 -2.30
C -4.96 3.36 -2.23
C -3.41 0.62 -0.21
C -2.20 -0.04 -0.10
C 1.64 1.80 -0.04
C 2.87 2.44 -0.08
C 5.96 2.37 -2.16
C 6.98 3.49 -2.32
O 7.73 3.68 -1.11
H 6.51 5.08 -0.17
H 7.58 4.03 0.84
H 6.10 2.27 0.83
H 4.97 3.65 0.82
H 4.50 0.32 -2.23
H 2.41 -0.97 -1.90
H 0.24 -1.26 -0.57
H -0.29 2.10 -1.99
H -2.53 3.01 -2.52
H -5.20 2.12 0.91
H -4.61 3.76 0.53
H -7.37 2.59 0.09
H -6.86 4.13 0.91
H -7.00 2.74 -2.55
H -6.63 4.44 -3.06
H -4.40 4.30 -2.06
H -4.63 2.89 -3.16
H -4.28 0.26 0.33
H -2.09 -0.93 0.52
H 0.81 2.25 0.51
H 3.01 3.39 0.44
H 6.49 1.40 -2.04
H 5.33 2.32 -3.06
H 7.73 3.19 -3.06
H 6.46 4.41 -2.63
C -1.64 -2.53 3.54
N -1.67 -3.29 2.29
C -2.71 -4.17 1.95
C -2.44 -4.85 0.76
C -3.34 -5.80 0.28
C -4.53 -6.00 0.98
C -4.81 -5.29 2.16
C -3.88 -4.38 2.67
S -0.91 -4.35 0.06
C -0.63 -3.24 1.40
C 0.49 -2.43 1.56
C 1.82 -2.91 1.32
C 2.12 -4.29 1.29
C 3.39 -4.72 0.92
C 4.38 -3.79 0.59
C 4.12 -2.42 0.70
C 2.87 -1.98 1.14
H -0.62 -2.19 3.71
H -2.32 -1.67 3.48
H -1.95 -3.18 4.38
H -3.09 -6.36 -0.62
H -5.27 -6.71 0.61
H -5.75 -5.45 2.68
H -4.05 -3.83 3.60
H 0.35 -1.42 1.95
H 1.35 -5.00 1.59
H 3.60 -5.79 0.89
H 5.36 -4.14 0.26
H 4.89 -1.69 0.45
H 2.68 -0.92 1.30
*
```